ORCA calculation (the ωB97M-V functional and the def2-TZVPD basis) on C25H47BaClINO3Si2 as an isolated structure.

XYZ file:
```
81
Properties=species:S:1:pos:R:3:forces:R:3:lowdin_charge:R:1
O 2.9673 -0.2546 0.8373 -0.43 1.36 0.72 -0.119
O 3.8258 -2.3579 0.3857 0.47 -0.98 -0.37 -0.147
C 3.1800 0.8611 -0.1050 0.05 0.04 0.22 -0.160
C 1.9849 1.7820 -0.1233 -0.08 0.13 -0.03 -0.043
H 3.3455 0.3825 -1.0745 -0.10 0.03 0.20 0.114
H 4.0943 1.3929 0.1951 -0.15 -0.21 -0.04 0.132
H 1.0434 1.2443 -0.2868 0.20 0.12 -0.02 0.087
H 2.1285 2.4924 -0.9442 -0.13 -0.09 0.09 0.103
H 1.9062 2.3696 0.7997 -0.05 -0.13 -0.25 0.082
C 2.8059 0.0765 2.2747 -0.34 -0.11 -0.52 -0.157
C 4.0764 -0.1486 3.0450 0.23 0.00 0.05 -0.050
H 1.9936 -0.5753 2.6101 0.15 0.29 -0.01 0.118
H 2.4732 1.1137 2.3185 -0.01 -0.21 0.00 0.122
H 4.4087 -1.1919 2.9739 0.00 0.26 0.03 0.077
H 3.8860 0.0850 4.0982 0.05 -0.07 -0.15 0.096
H 4.8710 0.5198 2.6966 -0.05 -0.18 0.05 0.088
C 2.8757 -3.4327 0.5983 0.05 -0.53 -0.25 -0.182
C 4.5599 -2.4432 -0.8719 -0.14 0.10 0.00 -0.189
C 2.0642 -3.1841 1.8386 -0.36 0.02 0.09 -0.049
H 3.4852 -4.3393 0.7003 -0.14 0.13 -0.04 0.136
H 2.2333 -3.5348 -0.2874 0.12 0.12 0.16 0.135
H 2.6944 -2.8926 2.6854 -0.08 -0.09 -0.11 0.084
H 1.5507 -4.1168 2.0992 0.09 0.20 -0.02 0.099
H 1.2897 -2.4288 1.6605 0.16 -0.11 0.07 0.076
C 5.9946 -2.0648 -0.6212 0.26 -0.06 0.13 -0.050
H 4.0787 -1.7670 -1.5905 0.00 -0.24 0.09 0.126
H 4.4678 -3.4723 -1.2359 0.00 0.24 0.07 0.133
H 6.0974 -1.0524 -0.2129 -0.11 -0.16 -0.13 0.083
H 6.5406 -2.1146 -1.5647 0.03 0.05 0.06 0.090
H 6.4577 -2.7637 0.0834 -0.06 0.11 -0.12 0.090
H 3.4277 -1.2557 0.6310 -0.14 0.07 -0.14 0.029
Ba -2.6566 0.0133 -0.3498 -1.11 1.58 0.18 1.738
C -1.2244 -1.8088 -1.1205 1.31 -1.76 -0.55 -0.646
Si -0.6100 -1.8207 -2.8618 -0.33 0.27 0.95 0.326
H -1.8713 -2.6879 -0.8874 0.17 0.17 -0.21 -0.044
H -0.3955 -1.8644 -0.3791 -0.04 0.08 -0.21 -0.063
C 0.5947 -0.3967 -3.1212 0.20 0.17 -0.19 -0.191
C -2.0319 -1.6360 -4.0896 0.00 -0.10 -0.22 -0.186
C 0.3016 -3.4199 -3.2568 0.16 -0.53 -0.41 -0.208
C -1.8521 2.0563 -2.3459 -0.36 -0.14 0.37 -0.405
Si -3.5712 2.7045 -2.5258 2.09 -0.31 -0.33 0.282
H -1.2559 1.9806 -3.2719 -0.50 0.03 0.14 -0.059
H -1.2154 2.5373 -1.5770 -0.35 -0.05 -0.14 -0.066
C -4.3605 1.8096 -3.9868 -0.41 0.10 -0.15 -0.203
C -3.6690 4.5566 -2.8343 -0.50 0.39 -0.07 -0.209
C -4.6163 2.3642 -0.9798 -0.55 0.11 0.28 -0.280
H -0.1387 -3.9176 -4.1350 0.21 0.01 0.18 0.018
H 0.2287 -4.1117 -2.4062 0.01 0.14 -0.21 0.010
H 1.3640 -3.2465 -3.4713 -0.07 -0.06 -0.02 0.008
H 0.1333 0.5683 -2.8690 0.04 -0.33 -0.03 -0.016
H 0.9176 -0.3554 -4.1725 0.03 0.00 0.19 0.033
H 1.4931 -0.5215 -2.4988 -0.02 -0.06 -0.05 -0.002
H -2.3918 -0.6005 -4.1799 0.13 -0.23 0.15 0.010
H -2.8790 -2.2756 -3.7963 0.16 0.12 -0.11 0.028
H -1.6955 -1.9650 -5.0870 -0.18 0.10 0.22 0.027
H -2.9822 4.8568 -3.6383 -0.12 -0.16 0.20 0.026
H -3.3988 5.1239 -1.9317 -0.02 -0.14 -0.17 0.008
H -4.6851 4.8565 -3.1319 0.13 0.12 0.07 0.017
H -4.0916 2.6167 -0.0398 -0.14 -0.12 -0.33 -0.006
H -5.0153 1.3318 -0.9273 0.05 0.39 0.00 -0.026
H -5.5012 3.0135 -1.0260 0.07 -0.12 0.07 0.032
H -5.1921 2.4044 -4.3942 0.09 -0.22 0.01 0.020
H -4.7593 0.8232 -3.7072 0.10 0.17 -0.09 0.018
H -3.6262 1.6637 -4.7916 -0.14 0.04 0.22 0.025
Cl -2.3494 2.6127 6.7088 -0.05 0.18 0.89 0.684
C -2.1728 2.3500 5.0285 0.30 0.12 -1.25 -0.656
C -2.1116 3.4457 4.1716 -0.13 -0.73 0.37 -0.179
C -1.9828 3.2750 2.7935 0.25 -1.21 -0.02 -0.653
I -2.0197 4.8902 1.4724 0.10 -0.20 0.19 0.910
C -1.8103 1.9707 2.2394 0.02 0.58 -0.80 -0.480
O -1.5618 1.7951 0.9929 0.06 0.11 0.84 -0.405
C -1.9783 0.8145 3.1231 -0.39 0.42 0.56 -0.165
N -2.0925 -0.4116 2.5448 0.32 -0.59 0.71 0.019
C -2.2325 -1.4818 3.3356 0.00 0.93 -0.52 -0.146
C -2.3034 -1.3822 4.7377 0.12 0.21 0.12 -0.065
C -2.2362 -0.1399 5.3398 -0.08 -0.54 -0.19 -0.034
C -2.1143 1.0120 4.5377 -0.04 0.49 -0.49 -0.184
H -2.1667 4.4460 4.5774 -0.09 0.00 0.11 0.089
H -2.2998 -2.4530 2.8343 -0.04 0.33 0.16 0.107
H -2.4294 -2.2906 5.3206 0.07 0.18 -0.01 0.100
H -2.2925 -0.0344 6.4200 -0.06 -0.06 -0.19 0.087
```
Positions in Å, forces in eV/Å.

## Properties
LUMO energy = -0.14 eV
Relative energy (zero: lowest compared OMol25 entry of this formula, charge and spin) = 342.2 kJ/mol
Net charge = 0
E_HOMO = -0.19112 hartree
Molar mass = 765.51 g/mol

ORCA calculation (the ωB97M-V functional and the def2-TZVPD basis) on a 13-piece molecular cluster, C25H47Cl24N2O2P overall.

XYZ file:
```
101
Properties=species:S:1:pos:R:3:forces:R:3:lowdin_charge:R:1
C 1.4606 3.0071 -0.3621 -1.92 -0.03 -0.53 -0.019
C 0.4943 2.4683 -0.8609 1.28 0.47 0.34 -0.142
C -0.5695 1.7775 -1.5794 0.14 0.06 0.36 -0.239
C -0.1396 0.3861 -2.0434 -0.02 -0.07 -0.72 -0.230
C -1.3296 -0.5140 -2.4325 0.36 0.39 0.38 -0.342
P -1.4726 -2.1984 -1.7185 -0.99 -0.70 0.13 1.024
C -0.9355 -2.0302 0.0263 0.12 0.76 -0.50 -0.350
C -1.7757 -0.9927 0.7953 0.48 -0.42 0.43 -0.242
C -0.9834 -0.4231 1.9844 -0.79 -0.82 -0.06 -0.231
C -1.7696 0.6532 2.7396 1.54 0.41 -0.50 -0.299
N -1.6483 1.9349 2.0146 -0.48 -0.05 0.23 0.008
N -0.1853 -3.1747 -2.4017 0.04 0.52 -0.34 -0.168
C -0.7036 -4.1152 -3.3787 0.10 -0.33 -0.03 -0.514
C -1.1720 -3.6248 -4.7177 0.25 -0.22 -0.23 -0.005
O -0.7355 -5.2818 -3.0938 -0.05 0.07 0.16 0.097
C 0.9902 -2.4612 -2.8417 0.18 0.08 0.00 -0.498
C 2.1948 -2.6212 -1.9567 -0.35 -0.43 0.45 0.014
O 1.0229 -1.7945 -3.8455 0.02 -0.19 -0.03 0.084
H 2.0779 3.7286 0.1075 0.33 -0.15 0.03 -0.058
H -1.4495 1.7271 -0.9351 -0.10 -0.03 -0.09 0.086
H -0.8316 2.4088 -2.4308 -0.17 -0.09 -0.07 0.068
H 0.4749 0.5259 -2.9323 0.21 -0.05 0.09 0.099
H 0.5105 -0.0841 -1.3068 -0.09 0.07 0.21 0.090
H -2.2514 -0.0205 -2.1136 -0.16 -0.11 -0.01 0.062
H -1.4149 -0.6132 -3.5136 0.01 -0.10 -0.07 0.074
H -1.0587 -3.0165 0.4662 0.23 -0.09 0.07 0.043
H 0.1121 -1.7212 0.0545 0.12 -0.22 0.15 0.069
H -2.1464 -0.1956 0.1506 -0.10 0.01 -0.06 0.081
H -2.6172 -1.5311 1.2328 -0.35 0.23 -0.21 0.111
H -0.0024 -0.0684 1.6621 -0.04 0.35 0.00 0.113
H -0.7946 -1.2765 2.6303 0.14 -0.05 0.08 0.028
H -2.8068 0.3832 2.9272 -0.10 -0.07 -0.17 0.108
H -1.2791 0.7924 3.7025 -0.24 0.05 0.18 0.034
H -1.6018 1.7298 1.0254 -0.17 0.13 -0.09 0.013
H -0.7447 2.3349 2.2313 0.01 0.10 0.05 0.011
H -0.6275 -2.7462 -5.0433 -0.17 0.19 0.09 0.065
H -1.0046 -4.4262 -5.4337 -0.12 -0.07 -0.03 0.088
H -2.2436 -3.4397 -4.6639 -0.05 0.17 0.05 0.091
H 1.9910 -3.3603 -1.1867 0.01 -0.01 0.05 0.081
H 2.4310 -1.6783 -1.4666 0.21 0.13 -0.19 0.084
H 3.0214 -2.9836 -2.5625 0.17 0.28 -0.06 0.090
C -0.0245 3.7224 -5.3160 -0.04 -0.14 0.03 -1.014
Cl -1.2098 4.9202 -4.7855 0.07 0.19 -0.13 0.489
Cl 1.2875 3.5494 -4.1492 0.06 -0.03 -0.02 0.550
H -0.5302 2.7672 -5.4027 -0.01 -0.01 0.02 0.021
H 0.3843 4.0253 -6.2720 0.02 0.09 0.03 0.024
C -1.3400 -6.8894 -0.1698 0.10 0.06 -0.21 -1.043
Cl -2.6314 -5.7586 0.2516 0.01 0.12 -0.08 0.485
Cl -0.1914 -7.0917 1.1632 0.04 0.00 0.00 0.486
H -1.7881 -7.8501 -0.3759 -0.03 -0.04 0.00 -0.034
H -0.8150 -6.5137 -1.0392 0.03 0.17 0.03 -0.003
C -1.6155 -3.5083 5.0440 0.07 -0.01 0.02 -0.993
Cl -1.3026 -1.7701 5.0602 -0.08 -0.02 0.39 0.573
Cl -1.5261 -4.1646 3.4065 -0.06 -0.11 -0.04 0.517
H -0.8656 -4.0007 5.6509 0.04 0.02 -0.02 0.025
H -2.6061 -3.6870 5.4437 -0.04 0.03 -0.07 0.027
C -4.9345 4.1862 -3.1541 -0.02 0.07 -0.05 -1.011
Cl -3.6188 3.0163 -3.2770 -0.09 -0.17 0.06 0.508
Cl -6.0065 3.8383 -1.7919 0.03 0.03 0.01 0.533
H -4.5064 5.1707 -3.0083 0.03 -0.02 0.06 0.027
H -5.5139 4.1512 -4.0683 -0.02 -0.06 0.01 0.027
C -1.6139 3.4151 5.7510 -0.09 0.00 -0.04 -1.025
Cl -1.9869 1.8017 6.3809 -0.01 0.02 0.03 0.514
Cl -0.2257 3.4001 4.6603 0.19 0.00 0.16 0.526
H -2.4719 3.7799 5.1999 0.00 -0.05 -0.05 0.017
H -1.3853 4.0652 6.5855 0.04 -0.02 0.02 0.008
C -8.5367 2.6876 0.6688 0.00 -0.06 0.00 -1.042
Cl -9.7690 3.8232 1.2341 -0.02 0.00 -0.02 0.500
Cl -7.1579 2.5919 1.7690 0.01 0.00 -0.05 0.500
H -8.9849 1.7045 0.5956 -0.02 0.00 0.05 0.024
H -8.1865 3.0192 -0.3001 0.01 0.05 0.00 -0.033
C -0.9496 7.3496 3.8357 0.07 0.11 -0.13 -1.012
Cl -0.9444 6.1468 2.5465 -0.30 0.04 0.20 0.490
Cl -1.8903 6.8552 5.2554 -0.02 -0.02 0.01 0.525
H 0.0726 7.5250 4.1472 0.01 -0.06 0.04 -0.005
H -1.3900 8.2605 3.4494 -0.04 -0.01 0.01 0.026
C 5.6163 1.8891 0.7498 -0.21 0.03 -0.01 -1.040
Cl 6.1568 3.5533 1.0309 0.04 -0.02 0.00 0.494
Cl 3.8518 1.7967 0.6029 0.46 -0.21 0.07 0.572
H 6.0610 1.5360 -0.1715 0.00 0.04 -0.03 -0.015
H 5.9324 1.2807 1.5826 -0.03 0.03 0.08 -0.034
C -4.5677 -9.8697 1.1632 -0.05 0.02 0.03 -1.004
Cl -4.5470 -10.6474 -0.4251 -0.02 -0.01 0.00 0.505
Cl -3.0672 -9.0005 1.4981 -0.11 -0.21 0.24 0.549
H -5.3860 -9.1606 1.1880 0.02 0.03 -0.05 0.026
H -4.6997 -10.6339 1.9191 0.05 -0.04 -0.02 0.023
C 9.0332 -0.3719 0.1457 0.00 -0.08 0.01 -1.024
Cl 8.1939 -0.1075 1.6856 0.16 -0.09 -0.01 0.549
Cl 8.7621 0.9431 -1.0057 0.00 0.00 -0.01 0.526
H 10.0957 -0.4378 0.3435 0.00 0.04 0.03 0.016
H 8.6650 -1.2910 -0.2973 0.04 0.22 0.15 -0.076
C 3.0139 6.8019 1.8649 0.06 -0.10 0.00 -0.995
Cl 1.7751 6.2407 0.7419 0.27 0.11 -0.17 0.529
Cl 2.5683 8.3274 2.6507 0.00 -0.01 0.02 0.516
H 3.1510 6.0478 2.6307 -0.06 0.02 0.04 0.029
H 3.9343 6.9578 1.3160 -0.01 0.06 -0.02 0.024
C 9.9605 -3.2382 -2.7598 0.02 0.01 -0.06 -0.989
Cl 11.3077 -2.4104 -1.9702 0.00 0.00 -0.01 0.525
Cl 8.4812 -3.1789 -1.7900 -0.08 -0.24 -0.16 0.553
H 9.7655 -2.7528 -3.7079 -0.01 0.05 0.02 0.028
H 10.2303 -4.2767 -2.9048 0.01 -0.01 0.06 0.025
```
Positions in Å, forces in eV/Å.

## Properties
LUMO energy = 0.31 eV
Relative energy (zero: lowest compared OMol25 entry of this formula, charge and spin) = 0.0 kJ/mol
Net charge = 0
E_HOMO = -0.31138 hartree
Molar mass = 1289.51 g/mol